12
Properties=species:S:1:pos:R:3:forces:R:3:nbo_charge:R:1 method="wB97M-V/def2-TZVPD" lumo_energy_ev=0.789 homo_energy_ev=-8.743 molar_mass_g_mol=103.6 orbital_gap_ev=9.5320 relative_energy_kcal_mol=87.5
C 1.14537 -0.35252 0.79476 0.5 -1.0 -1.1 -0.01
C 0.71274 0.50872 1.50043 0.3 -0.1 -0.4 -0.26
C 1.61277 -1.37624 -0.18651 -3.1 2.1 -2.1 -0.67
C -1.80118 0.94447 0.41860 -0.3 1.1 -0.2 0.04
N -1.53052 1.32171 -0.80882 -1.1 -3.0 0.9 -0.76
Cl -2.58709 -0.55671 0.38740 -0.4 -1.3 0.1 -0.04
H 2.52652 -1.76878 0.09829 1.8 -0.8 0.2 0.23
H 0.83532 -2.16519 -0.28898 0.6 0.3 0.3 0.24
H 1.62915 -0.87180 -1.27358 0.4 -1.1 2.4 0.23
H 0.24369 1.36435 1.87244 -0.2 0.5 0.8 0.25
H -1.59455 0.75857 -1.63955 -0.3 -0.3 -0.3 0.37
H -1.19223 2.19342 -0.87449 1.7 3.6 -0.6 0.39

=====

14
Properties=species:S:1:pos:R:3:forces:R:3:nbo_charge:R:1 method="wB97M-V/def2-TZVPD" smiles="CN1C=CC=NP1Cl" lumo_energy_ev=0.409 homo_energy_ev=-8.358 molar_mass_g_mol=148.5 orbital_gap_ev=8.7674 relative_energy_kcal_mol=0.2
C -0.09214 -0.61564 -1.73779 1.5 -0.7 -0.6 -0.40
C 0.61951 -0.50244 -0.59574 1.3 -0.2 -1.5 0.11
C -1.42240 -0.19203 -1.70504 -2.0 -0.7 2.8 0.08
C 1.17814 0.11945 1.69551 -0.1 -0.1 1.3 -0.43
N -2.15289 0.12888 -0.65441 1.9 0.9 1.3 -0.68
N 0.26832 0.06584 0.54862 0.2 0.8 1.3 -0.72
P -1.27547 0.49972 1.06304 -2.5 -0.7 -3.6 1.12
Cl -1.16912 2.58124 1.02556 0.0 0.2 -0.1 -0.35
H 0.25421 -1.18603 -2.65468 -0.1 1.0 1.5 0.23
H 1.63483 -0.81627 -0.53269 0.8 -0.6 -0.4 0.19
H -1.97875 -0.54145 -2.53508 -1.0 0.5 -1.2 0.18
H 1.19474 -0.91692 2.12820 0.0 1.2 0.2 0.21
H 2.22953 0.46037 1.59840 -0.7 -0.2 -0.9 0.23
H 0.71149 0.91526 2.35611 0.7 -1.3 -0.1 0.23

=====

14
Properties=species:S:1:pos:R:3:forces:R:3:nbo_charge:R:1 method="wB97M-V/def2-TZVPD" smiles=Cc1nn(C)pc1Cl lumo_energy_ev=0.047 homo_energy_ev=-8.177 molar_mass_g_mol=148.5 orbital_gap_ev=8.2237 relative_energy_kcal_mol=24.1
C 0.86482 -0.22189 0.19846 1.5 0.6 -0.9 0.07
C 1.30766 0.74846 -0.71384 -4.6 2.8 0.6 -0.41
C 1.75351 -1.33070 0.64304 1.0 -1.6 -4.0 -0.63
C -2.52083 0.63791 -0.03414 0.7 -1.1 2.2 -0.41
N -0.40038 -0.18038 0.52025 -1.4 0.4 -0.4 -0.27
N -1.03874 0.83624 -0.10463 -1.5 -1.2 2.0 -0.47
P -0.24478 1.98966 -0.94510 3.8 -2.3 -0.5 0.72
Cl 2.76156 0.90010 -1.49660 1.3 0.1 -0.4 0.07
H 2.70244 -1.23493 -0.03172 -1.5 -0.3 1.4 0.22
H 1.32551 -2.34677 0.33606 0.4 1.4 0.7 0.23
H 2.08918 -1.35097 1.62542 0.2 0.2 1.9 0.23
H -3.02371 1.13302 -0.81497 -0.4 0.7 -1.0 0.21
H -2.55581 -0.45520 -0.15136 -0.6 0.5 -0.1 0.23
H -3.02041 0.87545 0.96913 1.1 0.0 -1.3 0.21

=====

14
Properties=species:S:1:pos:R:3:forces:R:3:nbo_charge:R:1 method="wB97M-V/def2-TZVPD" smiles="O=C1NC[C@@H](CCl)O1" lumo_energy_ev=0.561 homo_energy_ev=-9.955 molar_mass_g_mol=135.6 orbital_gap_ev=10.5156 relative_energy_kcal_mol=30.7
C 0.83776 -1.28516 -0.78305 2.2 -3.0 -0.1 -0.41
C 0.37105 -0.60122 0.47644 -0.3 2.3 -1.1 0.06
C -1.13787 -0.05278 0.19082 1.5 -1.2 4.0 -0.23
C 0.45161 1.74054 0.56709 -1.6 2.4 -0.4 0.89
H 0.18715 -2.10700 -0.91381 -0.9 -1.2 0.3 0.21
H 1.86655 -1.86070 -0.74563 -1.7 1.8 0.1 0.24
H 0.46474 -1.19080 1.44150 0.0 0.4 -1.5 0.23
H -1.44796 -0.40587 -0.78282 -0.6 -0.2 0.1 0.21
H -1.68733 -0.53599 1.18847 0.5 1.5 -2.9 0.19
H -1.69362 2.03036 0.21847 1.1 -0.3 0.1 0.42
N -0.90893 1.37026 0.23724 1.1 0.2 0.5 -0.68
O 0.85974 2.90298 0.71449 -0.9 -3.6 -0.3 -0.60
O 1.19411 0.60881 0.62847 -0.7 0.1 0.5 -0.50
Cl 0.64301 -0.61345 -2.43768 0.3 0.9 0.7 -0.04